[1]
This record from OMol25 describes a structure of composition C44H51BrHfN5O6S2. The level of theory is wB97M-V/def2-TZVPD.

```
110
Properties=species:S:1:pos:R:3:mulliken_charge:R:1
Hf 0.13085 0.00225 0.09461 1.227
C 1.91504 -2.29078 -5.77761 -1.193
C 1.42198 -3.11387 -4.58191 -1.358
C 0.59623 -2.30202 -3.63178 0.718
C -0.75477 -2.12309 -3.64351 0.771
C -1.75971 -2.74480 -4.56083 -1.174
C -2.55168 -3.86841 -3.88309 -1.152
C -1.06319 -1.19852 -2.57075 -0.057
N 0.08426 -0.88219 -1.92251 -0.411
C 1.11771 -1.49928 -2.54235 -0.071
C 2.46854 -1.34040 -2.21276 -0.559
C 3.02220 -0.58064 -1.18226 -0.577
C 4.43522 -0.43150 -0.88853 1.118
C 5.55538 -1.08849 -1.63282 -1.281
C 5.90988 -2.46057 -1.04663 -1.021
C 4.52867 0.37234 0.20569 0.942
C 3.17576 0.72766 0.58481 0.370
C 2.82227 1.58935 1.62623 -1.015
C 1.56521 2.11579 1.91689 -0.065
N 0.42086 1.81408 1.25217 0.322
C -0.56380 2.64525 1.68057 0.503
C -1.86589 2.68707 1.18427 -0.911
C -2.43734 1.89042 0.18552 -0.057
N -1.80285 0.89022 -0.47127 -0.144
C -2.64722 0.36806 -1.39846 -0.158
C -2.31609 -0.62554 -2.32266 -0.887
C -3.91913 1.05788 -1.30489 0.965
C -3.79089 1.99643 -0.32379 0.998
C -4.80069 3.01499 0.10740 -1.360
C -4.57047 4.38252 -0.54824 -1.207
C -5.13607 0.75572 -2.12290 -1.210
C -6.00227 -0.33712 -1.48671 -1.184
C -0.02413 3.50946 2.71434 0.449
C 1.28852 3.18159 2.86385 0.741
C 2.27923 3.78569 3.81003 -1.226
C 2.20812 3.16709 5.21097 -1.049
C -0.81304 4.53028 3.47233 -1.157
C -1.72922 3.90113 4.53133 -1.091
N 2.31119 0.12089 -0.26466 0.373
C 5.76578 0.90380 0.85655 -1.331
C 6.08534 2.33176 0.38996 -1.220
H 2.53153 -2.89129 -6.45124 0.397
H 2.50591 -1.43795 -5.43652 0.277
H 1.06871 -1.89631 -6.34412 0.304
H 2.28037 -3.53530 -4.05296 0.430
H 0.83584 -3.96450 -4.93801 0.486
H -1.25025 -3.13835 -5.44359 0.412
H -2.45086 -1.97839 -4.92315 0.449
H -1.88543 -4.68322 -3.59322 0.304
H -3.31982 -4.27038 -4.54790 0.395
H -3.03510 -3.50535 -2.97393 0.234
H 3.17430 -1.87081 -2.84139 0.227
H 6.43419 -0.43910 -1.61441 0.449
H 5.28222 -1.20399 -2.68465 0.464
H 6.20682 -2.36755 0.00008 0.255
H 6.72621 -2.93204 -1.59919 0.455
H 5.04187 -3.12362 -1.07757 0.166
H 3.64315 1.95823 2.22768 0.160
H -2.51465 3.43616 1.62342 0.438
H -3.11941 -0.95256 -2.97401 0.324
H -4.77358 3.12280 1.19540 0.424
H -5.80373 2.65835 -0.14047 0.462
H -3.56581 4.74946 -0.32891 0.281
H -5.29397 5.12174 -0.19617 0.398
H -4.65872 4.30278 -1.63376 0.314
H -4.83692 0.44270 -3.12573 0.505
H -5.72713 1.66580 -2.25088 0.427
H -5.42818 -1.25921 -1.36975 0.228
H -6.88282 -0.55532 -2.09609 0.440
H -6.33920 -0.03008 -0.49372 0.279
H 2.10896 4.86337 3.87429 0.449
H 3.28827 3.66166 3.41308 0.359
H 1.24790 3.38581 5.68234 0.199
H 3.00063 3.55393 5.85652 0.428
H 2.30845 2.08111 5.15465 0.229
H -1.41691 5.11973 2.77627 0.435
H -0.12628 5.23013 3.95489 0.353
H -2.39494 3.16416 4.07766 0.236
H -2.33776 4.65963 5.03003 0.403
H -1.14054 3.37960 5.28870 0.258
H 6.60742 0.24479 0.63095 0.490
H 5.64645 0.88552 1.94365 0.384
H 6.35909 2.33330 -0.66735 0.303
H 6.91322 2.76029 0.96047 0.406
H 5.21092 2.97706 0.49311 0.269
O 2.46605 3.29233 -1.06555 -0.499
S 1.30426 2.82365 -1.84035 -0.194
N 0.48455 1.66931 -1.45668 0.173
C -3.50741 -1.52723 1.84357 -0.793
S -1.75091 -1.44622 1.82733 1.076
O -1.37902 -1.63952 0.39589 -0.648
O -1.27577 -2.47318 2.71350 -0.659
O -1.40226 -0.05946 2.16390 -0.499
H -3.80557 -2.54802 1.60986 0.357
H -3.88274 -0.82463 1.09540 0.059
H -3.83753 -1.24440 2.84210 0.363
Br 4.93514 -2.45460 5.45996 -0.235
C 4.20021 -3.01383 3.79467 -0.164
C 4.75515 -4.10712 3.15019 -0.332
C 4.22236 -4.50754 1.93017 -0.722
C 3.15673 -3.81885 1.37008 -0.357
C 2.61640 -2.72680 2.03359 -0.014
C 3.13641 -2.31500 3.25504 -0.331
C 1.53058 -1.91708 1.39212 1.073
O 1.12306 -2.24634 0.26089 -0.744
O 1.12702 -0.84947 1.94314 -0.817
H 5.59148 -4.63214 3.59255 0.407
H 4.65339 -5.35848 1.41568 0.406
H 2.73122 -4.09949 0.41470 0.505
H 2.70646 -1.45333 3.74886 0.637
```

Its charge is -1. As for the gap between HOMO and LUMO: 5.74 eV. The spin multiplicity is 1.



[2]
This record from OMol25 describes a cluster of 2 separate species, C44H51N7O6 in total. The level of theory is wB97M-V/def2-TZVPD.

```
108
Properties=species:S:1:pos:R:3:mulliken_charge:R:1
C 0.78207 2.68171 -2.06369 -1.594
C 1.35186 2.56069 -0.66221 2.826
C 2.55193 1.60193 -0.73579 -1.609
C 1.88122 3.93154 -0.23402 -2.030
C 0.34970 2.08892 0.43668 -0.345
C 0.93643 1.79395 1.67323 -0.385
C 0.18474 1.29890 2.72747 -1.738
C -1.20541 1.30379 2.65707 -0.471
C -1.87818 1.75421 1.51554 -0.013
C -3.40900 2.08442 1.64904 2.321
C -4.31954 1.12830 0.88863 -1.618
C -3.66728 3.54354 1.27108 -1.739
C -3.89155 1.92338 3.10093 -2.213
C -1.06134 1.88208 0.32217 0.702
N -1.55397 1.37030 -0.92607 1.513
C -1.09994 0.15834 -1.43479 -0.367
C 0.06274 -0.42828 -0.99089 -1.138
C 0.73566 -1.51227 -1.65324 0.578
C 0.88156 -1.57008 -3.05706 0.000
C 1.15696 -2.79304 -3.66439 -0.914
C 1.31379 -3.93963 -2.87792 -0.731
C 1.39330 -3.83075 -1.48865 -0.661
C 1.17144 -2.60373 -0.86451 -0.743
N -2.08207 -0.32852 -2.27292 1.832
C -2.18243 -1.65614 -2.83691 -1.171
C -2.26834 -2.81742 -2.00240 0.171
C -2.76207 -2.88906 -0.51169 2.823
C -2.29639 -4.17671 0.18242 -2.199
C -4.29661 -2.87556 -0.51639 -2.033
C -2.28647 -1.76794 0.38009 -0.133
C -2.09905 -4.06688 -2.62076 -0.156
C -2.38810 -4.21785 -3.97393 -1.287
C -2.64180 -3.08371 -4.72618 -0.723
C -2.28783 -1.81337 -4.24721 0.575
C -2.01790 -0.79449 -5.40526 2.158
C -1.10603 -1.48890 -6.43997 -1.560
C -1.30292 0.49991 -5.07695 -1.716
C -3.36164 -0.47192 -6.07455 -1.705
C -3.03076 0.68457 -2.43307 -0.954
C -2.68916 1.72336 -1.63988 -1.465
H 0.01512 3.46217 -2.12983 0.224
H 1.60073 2.94442 -2.75278 0.538
H 0.37900 1.72265 -2.39872 0.120
H 3.15390 1.61783 0.17978 0.402
H 2.22225 0.56962 -0.89486 0.075
H 3.20768 1.88426 -1.57370 0.509
H 2.37465 3.87463 0.74178 0.338
H 2.61163 4.30826 -0.96104 0.484
H 1.05268 4.64689 -0.17231 0.385
H 2.01430 1.90990 1.80413 0.358
H 0.68587 0.93407 3.62557 0.361
H -1.74096 0.95246 3.54287 0.394
H -4.10361 0.09142 1.17151 0.242
H -5.36354 1.34239 1.16003 0.643
H -4.25211 1.23221 -0.19439 0.344
H -3.25304 4.18885 2.05646 0.446
H -3.19431 3.81838 0.32463 0.252
H -4.74671 3.74563 1.21249 0.386
H -3.32342 2.55405 3.79497 0.469
H -4.95034 2.21605 3.17960 0.422
H -3.82619 0.87605 3.41963 0.423
H 0.38936 -0.12876 -0.00303 0.343
H 0.77902 -0.64351 -3.62292 0.818
H 1.24126 -2.85307 -4.74784 0.356
H 1.37680 -4.91665 -3.36624 0.375
H 1.59626 -4.71223 -0.87664 0.387
H 1.27335 -2.46493 0.21615 0.427
H -1.20828 -4.29808 0.08777 0.311
H -2.53673 -4.10950 1.25336 0.480
H -2.81239 -5.06519 -0.20117 0.478
H -4.66680 -1.94240 -0.95956 0.323
H -4.68698 -3.71735 -1.10132 0.426
H -4.68282 -2.96107 0.50971 0.448
H -2.61912 -0.79908 0.01576 -1.294
H -2.70873 -1.89432 1.38849 0.955
H -1.19716 -1.77655 0.48466 -0.325
H -1.82351 -4.95176 -2.04237 0.394
H -2.41498 -5.21267 -4.43036 0.400
H -2.98411 -3.19614 -5.75817 0.452
H -1.61364 -2.31277 -6.95318 0.375
H -0.77764 -0.77249 -7.20882 0.451
H -0.21306 -1.88907 -5.93703 0.107
H -1.86770 1.15648 -4.41631 0.271
H -0.29440 0.31219 -4.69154 0.358
H -1.17884 1.04965 -6.02489 0.632
H -4.06006 -0.03921 -5.34547 0.275
H -3.23125 0.24666 -6.89743 0.435
H -3.82406 -1.37464 -6.49506 0.319
H -3.87534 0.54989 -3.09232 0.493
H -3.13866 2.69994 -1.51891 0.625
O 8.30926 -4.34026 3.41209 -0.661
N 7.32994 -3.71932 3.03966 0.840
C 6.07185 -3.47000 3.54843 0.172
C 5.39722 -2.63888 2.63139 0.558
N 6.18295 -2.41449 1.53613 -0.399
O 7.35734 -3.06916 1.80684 -0.222
C 4.05745 -2.15897 2.96067 -0.246
N 3.24629 -1.36639 2.07285 0.938
O 3.67229 -1.00066 0.96385 -0.546
O 2.07442 -1.10000 2.45966 -0.537
C 3.50506 -2.52112 4.21049 -0.439
C 4.24272 -3.33977 5.09121 0.269
N 3.97888 -3.75588 6.39786 0.811
O 3.03729 -3.60425 7.15429 -0.651
O 5.13078 -4.50340 6.81921 -0.163
N 6.08230 -4.54438 5.84608 -0.550
C 5.53081 -3.84350 4.80141 0.193
H 2.50975 -2.18502 4.49846 0.637
```

The value obtained for the relative energy (zero: lowest compared OMol25 entry of this formula, charge and spin) is 0.000 eV. Its charge is 0. As for the gap between HOMO and LUMO: 3.45 eV. The spin multiplicity is 1.



Number 1: calculated total energy -5851.2774 hartree, maximum force 0.68 eV/A, LUMO 1.6204 eV. Number 2: calculated total energy -2541.4602 hartree, maximum force 3.35 eV/A, LUMO -2.6091 eV.